The following is a DFT calculation (the ωB97M-V functional and the def2-TZVPD basis) of a 2-piece molecular cluster, C6H14N2O2 overall.

## Properties
- HOMO energy (alpha / beta) (eV) = -13.27 / -13.26
- ΔE to the lowest compared entry with this formula, charge and spin (eV) = 1.349
- maximum force (hartree/bohr) = 0.1042
- multiplicity = 2
- total charge = +1
- Kohn-Sham gap (alpha / beta) (eV) = 10.510 / 4.688

```
24
C6H14N2O2 (the ωB97M-V functional and the def2-TZVPD basis)
C -1.32 0.93 -1.75
C 2.41 0.57 -2.57
C 0.18 0.84 -1.61
O 0.66 0.75 -0.49
N 1.01 0.89 -2.71
H -1.64 0.73 -2.81
H 0.70 0.75 -3.65
H 3.00 0.98 -1.74
H -1.85 0.21 -1.00
H -1.52 2.04 -1.46
H 2.60 -0.53 -2.53
H 2.96 0.91 -3.50
C 0.89 -1.96 2.19
C -2.04 0.50 2.03
C -1.16 -0.70 2.45
O -1.46 -1.48 3.28
N 0.03 -0.81 1.87
H 0.26 -0.14 1.13
H 0.33 -2.44 2.99
H -3.11 0.34 2.17
H 1.02 -2.62 1.29
H 1.86 -1.66 2.64
H -2.01 1.25 2.75
H -1.79 0.68 1.01
```

Mulliken atomic charge list, values in e, 6 entries:
1 C -0.734
2 C -0.838
3 C 0.608
4 O -0.786
5 N -0.218
6 H 0.340

---

The following is a DFT calculation (the ωB97M-V functional and the def2-TZVPD basis) of a 2-piece molecular cluster, C3H6NO2 overall.

## Properties
- HOMO energy (eV) = -4.03
- ΔE to the lowest compared entry with this formula, charge and spin (eV) = 1.062
- maximum force (hartree/bohr) = 0.0191
- total charge = -1
- Kohn-Sham gap (eV) = 7.721

```
12
C3H6NO2 (the ωB97M-V functional and the def2-TZVPD basis)
C -2.18 1.87 -0.56
C -1.54 1.25 0.44
N -0.71 0.16 0.31
H -1.96 1.51 -1.57
H -2.93 2.60 -0.33
H -1.77 1.55 1.45
H -0.65 -0.25 -0.61
H 0.13 0.03 0.85
O 3.41 -3.32 -0.15
C 2.91 -2.20 -0.01
O 1.80 -1.76 -0.41
H 3.49 -1.44 0.60
```

Mulliken atomic charge list, values in e, 6 entries:
1 C -0.845
2 C 0.114
3 N -0.375
4 H 0.229
5 H 0.239
6 H 0.283

---

The following is a DFT calculation (the ωB97M-V functional and the def2-TZVPD basis) of an isolated ion of composition C32H31N2O6 and charge -1.

## Properties
- HOMO energy (eV) = -3.41
- maximum force (hartree/bohr) = 0.0714
- total charge = -1
- SMILES = CCOC(=O)/C(=C(\[O-])OCC)[C@@H](c1ccc(C#N)cc1)[C@@H](N=C(c1ccccc1)c1ccccc1)C(=O)OCC
- Kohn-Sham gap (eV) = 5.682

```
71
C32H31N2O6 (the ωB97M-V functional and the def2-TZVPD basis)
C 4.88 -2.56 3.01
C 4.22 -1.24 3.30
O 2.76 -1.33 3.35
C 2.16 -0.15 3.69
C 0.71 -0.15 3.70
C -0.09 -1.30 4.01
C -1.57 -1.09 3.66
C -1.99 -0.30 2.57
C -3.29 0.19 2.62
C -4.24 -0.36 3.49
C -5.53 0.31 3.51
N -6.56 0.87 3.35
C -3.83 -1.36 4.39
C -2.49 -1.72 4.47
C 0.22 1.24 3.73
O -0.45 1.74 4.63
O 0.61 1.98 2.66
C 0.54 3.37 2.97
C 1.21 4.17 1.88
O 2.88 0.84 3.99
H 5.96 -2.39 3.01
H 4.68 -3.29 3.79
H 4.62 -3.01 2.05
H 4.59 -0.89 4.28
H 4.51 -0.51 2.52
H 0.12 -1.60 5.10
H -1.34 -0.01 1.72
H -3.60 1.03 1.96
H -4.54 -1.83 5.07
H -2.14 -2.48 5.19
H -0.51 3.70 3.08
H 1.10 3.55 3.90
H 1.15 5.24 2.12
H 2.28 3.92 1.82
H 0.80 4.03 0.88
C 1.94 -3.32 -1.13
C 0.72 -3.02 -0.29
O 1.06 -2.89 1.13
C -0.05 -2.93 1.90
C 0.34 -2.81 3.38
N -0.42 -3.83 4.03
C -0.07 -4.79 4.83
C -1.05 -5.84 5.22
C -0.67 -6.91 6.08
C -1.62 -7.88 6.44
C -2.94 -7.83 5.94
C -3.24 -6.85 4.96
C -2.32 -5.86 4.58
C 1.29 -4.74 5.47
C 1.35 -4.73 6.87
C 2.58 -4.77 7.54
C 3.76 -4.85 6.80
C 3.71 -4.87 5.39
C 2.48 -4.74 4.74
O -1.17 -2.89 1.46
H 1.53 -3.23 -2.13
H 2.76 -2.60 -1.04
H 2.37 -4.32 -1.02
H 0.30 -2.03 -0.56
H -0.02 -3.85 -0.38
H 1.42 -2.82 3.39
H 0.34 -6.97 6.53
H -1.33 -8.66 7.15
H -3.65 -8.63 6.21
H -4.23 -6.88 4.51
H -2.58 -5.08 3.85
H 0.41 -4.61 7.42
H 2.60 -4.69 8.64
H 4.72 -4.91 7.31
H 4.62 -4.86 4.81
H 2.40 -4.67 3.66
```

Mulliken atomic charge list, values in e, 6 entries:
1 C -0.643
2 C -0.392
3 O -0.296
4 C -0.413
5 C 0.814
6 C 0.680

---

The following is a DFT calculation (the ωB97M-V functional and the def2-TZVPD basis) of one molecule with the formula C3H3NO3.

## Properties
- HOMO energy (eV) = -8.18
- ΔE to the lowest compared entry with this formula, charge and spin (eV) = 4.979
- maximum force (hartree/bohr) = 0.1340
- SMILES = [O-][n+]1coc(O)c1
- Kohn-Sham gap (eV) = 8.352

```
10
C3H3NO3 (the ωB97M-V functional and the def2-TZVPD basis)
C -0.42 0.17 0.97
C -0.50 0.36 -1.20
C 0.82 -0.46 0.24
N -1.13 0.67 -0.08
O -2.22 1.23 0.04
O 0.63 -0.34 -1.06
O 1.87 -0.94 0.81
H -0.72 0.04 2.00
H -0.79 0.87 -2.16
H 2.46 -1.60 0.44
```

Mulliken atomic charge list, values in e, 6 entries:
1 C -0.395
2 C -0.262
3 C 0.482
4 N 0.612
5 O -0.766
6 O -0.308

---

The following is a DFT calculation (the ωB97M-V functional and the def2-TZVPD basis) of C33H51N5PRbSSi2Te as an isolated structure.

## Properties
- HOMO energy (eV) = -5.52
- ΔE to the lowest compared entry with this formula, charge and spin (eV) = 2.570
- maximum force (hartree/bohr) = 0.0588
- Kohn-Sham gap (eV) = 5.560

```
95
C33H51N5PRbSSi2Te (the ωB97M-V functional and the def2-TZVPD basis)
Rb -0.68 -0.18 1.63
C -1.46 0.33 6.55
C -1.47 0.20 5.17
N -0.56 -0.47 4.48
C 0.24 -1.32 5.12
C 0.33 -1.32 6.60
C -0.58 -0.48 7.30
C 1.18 -2.32 7.28
C 1.92 -3.19 6.52
C 1.92 -3.13 5.10
C 1.13 -2.24 4.38
N 1.02 -2.11 3.04
C 1.86 -2.83 2.21
C 3.26 -2.92 2.34
C 4.05 -3.56 1.40
C 3.50 -4.08 0.24
C 2.08 -4.03 -0.06
C 1.46 -4.47 -1.24
C 0.07 -4.40 -1.29
C -0.64 -3.76 -0.25
N -0.03 -3.24 0.78
C 1.28 -3.36 0.94
H -2.17 0.99 7.02
H -2.22 0.70 4.60
H -0.75 -0.67 8.36
H 1.26 -2.32 8.35
H 2.56 -3.95 7.04
H 2.50 -3.89 4.60
H 3.67 -2.44 3.24
H 5.13 -3.62 1.54
H 4.12 -4.83 -0.28
H 2.04 -4.98 -2.02
H -0.54 -4.84 -2.06
H -1.73 -3.66 -0.21
C 0.61 5.66 1.29
N 1.32 4.70 2.06
C 2.75 4.70 2.36
C 2.86 3.71 3.52
N 1.53 3.11 3.58
C 0.69 3.62 2.66
S -0.84 3.00 2.20
H 1.19 5.88 0.39
H 0.44 6.62 1.83
H -0.39 5.26 1.06
H 3.15 5.70 2.57
H 3.36 4.37 1.51
H 3.12 4.24 4.48
H 3.58 2.94 3.28
H 1.22 2.50 4.36
C -3.22 3.47 -0.63
P -3.45 1.68 -0.68
C -4.14 1.35 1.04
C -5.06 1.71 -1.58
H -4.23 3.90 -0.43
H -2.78 4.00 -1.47
H -2.61 3.79 0.24
H -5.00 2.02 1.18
H -3.47 1.48 1.93
H -4.60 0.33 1.09
H -5.75 2.43 -1.15
H -5.48 0.65 -1.52
H -4.86 2.02 -2.65
C -4.02 -1.71 -4.79
Si -2.39 -1.30 -5.55
C -2.53 -1.17 -7.49
C -1.22 -2.71 -5.26
C -1.75 0.34 -4.74
Te -1.10 0.10 -2.51
C 0.46 1.59 -2.58
Si 2.16 0.91 -3.00
C 2.00 -0.45 -4.27
C 2.80 0.03 -1.44
C 3.25 2.34 -3.51
H -4.56 -2.50 -5.34
H -4.69 -0.83 -4.81
H -3.90 -2.00 -3.73
H -1.91 -1.85 -8.03
H -2.21 -0.17 -7.84
H -3.57 -1.33 -7.69
H -1.73 -3.66 -5.49
H -0.83 -2.81 -4.24
H -0.38 -2.74 -5.96
H -2.56 1.07 -4.77
H -0.82 0.73 -5.27
H 0.44 1.94 -1.54
H 0.23 2.40 -3.25
H 1.46 -1.31 -3.86
H 2.99 -0.77 -4.62
H 1.37 -0.15 -5.10
H 3.35 0.76 -0.81
H 3.39 -0.82 -1.70
H 1.95 -0.34 -0.84
H 3.46 2.37 -4.56
H 4.27 2.26 -3.14
H 2.89 3.30 -3.21
```

Mulliken atomic charge list, values in e, 6 entries:
1 Rb 0.769
2 C -0.747
3 C -0.279
4 N 0.274
5 C -0.146
6 C 0.953

---

The following is a DFT calculation (the ωB97M-V functional and the def2-TZVPD basis) of one molecule with the formula C5H8N2S.

## Properties
- HOMO energy (alpha / beta) (eV) = -7.16 / -7.15
- ΔE to the lowest compared entry with this formula, charge and spin (eV) = 4.508
- maximum force (hartree/bohr) = 0.0844
- Kohn-Sham gap (alpha / beta) (eV) = 7.390 / 7.388

```
16
C5H8N2S (the ωB97M-V functional and the def2-TZVPD basis)
C 0.90 0.99 0.37
C -0.51 1.06 0.19
C -1.24 -0.08 -0.03
C -1.08 2.42 -0.07
C 0.58 -2.54 -0.16
N 1.42 -0.28 0.42
N 0.45 -1.17 0.35
S -2.69 -0.74 -0.06
H 1.71 1.67 0.44
H -2.18 2.55 0.31
H -1.09 2.43 -1.24
H -0.38 3.03 0.46
H 1.63 -2.64 -0.59
H 0.31 -3.39 0.53
H -0.10 -2.71 -0.96
H 2.26 -0.61 0.02
```

Mulliken atomic charge list, values in e, 6 entries:
1 C -0.619
2 C 0.721
3 C -0.071
4 C -1.024
5 C -0.745
6 N 0.000